73
Properties=species:S:1:pos:R:3:forces:R:3:mulliken_charge:R:1 method="wB97M-V/def2-TZVPD" relative_energy_ev=0.000 total_charge=-1 orbital_gap_ha=0.224
C 5.9574 -2.1440 1.2905 -0.09 -0.11 -0.07 -0.684
O 6.5590 -1.5362 0.1426 -0.26 0.47 0.14 -0.383
C 6.1395 -0.1819 -0.0197 -0.72 0.83 0.81 -0.804
C 4.6499 -0.0081 -0.4532 0.37 0.56 -0.37 -0.235
C 4.2696 -0.7558 -1.7696 0.28 -0.69 -0.04 -0.649
C 3.6896 -2.1936 -1.5712 -0.12 -0.78 0.50 -0.627
C 2.5672 -2.3169 -0.4955 0.20 0.66 0.37 -0.920
C 1.3411 -1.3442 -0.7381 0.47 -1.13 -0.01 0.115
C 0.2156 -2.1136 -1.5136 -0.76 -2.26 -1.92 0.391
O -0.9413 -1.6784 -1.6453 0.03 1.53 1.02 -0.692
O 0.5191 -3.2288 -2.0779 1.14 1.04 0.92 -0.812
N 0.9428 -0.8245 0.5918 0.02 0.61 -1.04 0.278
C -0.0558 -1.6520 1.2689 0.49 -0.10 0.99 -1.206
C 0.6169 0.5867 0.6008 -1.68 0.17 1.16 0.308
C -0.6609 1.0207 -0.1573 0.18 1.07 -0.72 -0.908
F 1.7066 1.3937 0.1978 -0.46 -0.84 -0.06 -0.382
H 5.4127 -3.0450 0.9374 0.40 0.37 0.47 0.222
H 5.2168 -1.4866 1.7993 0.46 -0.31 -0.43 0.338
H 6.7518 -2.3875 2.0336 -0.49 -0.06 -0.51 0.266
H 6.8148 0.3914 -0.6957 -0.26 -0.94 0.18 0.387
H 6.2330 0.3143 0.9870 0.03 -0.17 -0.73 0.416
H 4.0042 -0.2372 0.4177 0.11 0.01 -0.72 0.104
H 4.5126 1.0848 -0.6539 0.12 -0.72 0.35 0.288
H 3.5723 -0.1578 -2.3976 0.46 -0.26 0.54 0.414
H 5.2197 -0.8799 -2.3498 -0.74 0.22 0.21 0.405
H 3.2813 -2.6413 -2.5095 0.32 0.62 0.45 0.036
H 4.5207 -2.8788 -1.2599 -0.50 0.54 -0.24 0.338
H 2.2312 -3.3729 -0.3809 0.11 0.78 -0.49 0.302
H 2.9746 -2.0406 0.5106 -0.16 -0.07 -0.79 0.448
H 1.6486 -0.4949 -1.3928 -0.18 -0.52 0.62 0.289
H 0.1943 -2.7260 1.1056 -0.29 0.79 -0.14 0.388
H -1.1079 -1.4489 0.9696 0.63 -0.27 0.08 0.339
H 0.0876 -1.4951 2.3718 -0.41 0.00 -0.71 0.331
H 0.4502 0.8565 1.6789 0.20 -0.23 -0.63 0.072
H -0.5657 0.8785 -1.2590 0.03 -0.09 0.82 0.240
H -1.5793 0.4731 0.1414 0.80 -0.02 -0.01 0.199
H -0.8622 2.1055 0.0533 0.42 -1.29 -0.31 0.473
C -1.7345 5.6088 2.3954 0.01 0.12 -0.02 -1.406
C -1.6825 4.1541 2.0019 0.10 -0.42 -0.25 0.832
O -1.2675 3.7875 0.9130 -0.15 0.79 0.26 -0.673
N -2.1172 3.2369 2.9050 0.07 0.42 -0.06 -0.051
C -2.6439 3.4637 4.2390 0.04 -0.64 -0.20 -0.569
H -1.3565 6.2147 1.5752 0.01 -0.16 -0.03 0.322
H -2.7639 5.9073 2.6018 0.06 0.04 0.15 0.352
H -1.1103 5.7852 3.2732 -0.14 0.06 0.06 0.345
H -2.0516 2.2861 2.5723 0.01 0.04 0.02 0.168
H -2.0100 2.9336 4.9539 -0.06 0.16 0.18 0.282
H -3.6533 3.0542 4.2823 -0.01 0.22 0.26 0.012
H -2.6713 4.5188 4.4943 0.02 -0.03 -0.10 0.319
C 1.2011 -1.9735 -7.7440 -0.03 0.09 -0.14 -1.209
C 2.3747 -2.1277 -6.8089 0.49 -0.06 0.37 0.792
O 3.4685 -1.6257 -7.0522 -0.12 0.05 -0.21 -0.697
N 2.1847 -2.8448 -5.6786 -0.16 0.12 -0.62 -0.094
C 0.9708 -3.5091 -5.2246 0.32 0.15 0.40 -0.662
H 1.5032 -1.3768 -8.6022 0.12 -0.02 0.10 0.292
H 0.8711 -2.9509 -8.0998 -0.15 0.05 0.08 0.332
H 0.3803 -1.4630 -7.2379 -0.08 -0.15 -0.03 0.331
H 3.0080 -2.9077 -5.0988 -0.10 0.04 0.07 0.173
H 0.6932 -3.0964 -4.2522 -0.21 -0.29 0.08 0.182
H 1.1839 -4.5736 -5.1110 -0.23 -0.03 0.05 0.216
H 0.1488 -3.3776 -5.9233 0.13 0.04 -0.07 0.360
C -6.2659 1.1555 2.9686 0.07 0.01 -0.01 -1.152
C -6.6447 2.1507 4.0351 0.11 0.24 0.12 0.793
O -5.9038 3.0667 4.3620 -0.11 -0.08 -0.02 -0.670
N -7.8551 2.0041 4.6386 0.22 -0.12 -0.23 -0.185
C -8.8630 0.9917 4.3908 -0.05 0.40 0.36 -0.831
H -5.2794 1.4010 2.5825 -0.06 0.08 0.07 0.181
H -6.2330 0.1479 3.3866 -0.10 -0.03 -0.13 0.352
H -6.9794 1.1954 2.1441 0.01 -0.16 0.02 0.357
H -8.0416 2.7039 5.3404 0.00 -0.04 -0.03 0.238
H -9.7868 1.4856 4.0834 -0.09 -0.22 -0.07 0.279
H -9.0453 0.4451 5.3179 -0.12 -0.17 -0.13 0.280
H -8.5555 0.2940 3.6179 0.06 0.08 0.03 0.322

***

14
Properties=species:S:1:pos:R:3:forces:R:3:mulliken_charge:R:1 method="wB97M-V/def2-TZVPD" total_charge=+1 orbital_gap_ha=0.364
O -0.3566 -0.5328 -1.0394 -0.36 -0.59 1.10 -0.282
C 0.4633 -0.4521 -0.0087 3.67 0.15 -2.95 0.940
C -1.0294 0.7232 -1.2134 -0.46 0.35 -0.10 -0.258
O 1.3851 -1.2859 0.1736 -1.81 0.37 0.60 -0.795
O 0.6877 0.8072 0.3578 -0.67 -0.31 0.96 -0.304
C -0.2105 1.6852 -0.3414 -0.41 0.40 0.04 -0.243
Tl 3.7724 -0.8362 0.5008 0.05 -0.01 0.03 0.829
H -2.0646 0.6168 -0.8736 0.23 0.01 -0.13 0.282
H -1.0000 0.9774 -2.2773 -0.04 -0.16 0.27 0.276
H -0.8191 2.2094 0.4015 0.16 -0.02 -0.26 0.275
H 0.3916 2.3926 -0.9206 -0.12 -0.17 0.20 0.253
O -0.7875 -2.1947 1.5832 3.79 -0.69 -1.33 -0.657
H 0.2296 -2.4430 1.2791 -4.04 0.81 1.31 0.360
H -0.6621 -1.6670 2.3784 0.00 -0.14 0.25 0.324

***

43
Properties=species:S:1:pos:R:3:forces:R:3:mulliken_charge:R:1 method="wB97M-V/def2-TZVPD" total_charge=0 orbital_gap_ha=0.330
C 0.2843 -0.5131 -1.5701 -0.92 0.02 1.24 -1.267
C 0.9981 0.8738 -1.2102 2.19 -0.82 0.25 1.516
C 2.4191 0.8682 -2.0099 -0.88 -0.48 0.10 -0.913
N 2.1693 0.3243 -3.3946 1.47 0.50 0.36 -0.579
C 1.3716 1.0624 0.3385 0.89 -0.06 0.02 -1.315
C 1.8114 -0.2960 1.0910 0.27 1.39 0.45 0.057
C 2.2753 0.1657 2.5880 -0.66 -0.45 -0.60 -0.816
C 1.0289 -0.0835 3.5946 2.02 1.47 -1.07 -0.479
S 0.8128 -1.8576 4.0835 -5.03 -1.54 4.99 1.055
O -0.6590 -2.1694 3.9531 3.87 1.04 -1.05 -0.570
O 1.2072 -2.1080 5.5154 0.64 1.08 -4.03 -0.565
Cl 1.8276 -3.1880 2.8580 -0.05 0.90 0.30 -0.175
O 0.3006 2.0643 -1.6712 -2.17 -1.41 0.93 -0.380
C -1.1089 1.9690 -1.5309 -2.12 1.00 -3.51 0.451
O -1.7904 2.2717 -2.5492 2.49 -0.92 3.91 -0.599
C -1.9015 1.5752 -0.2071 0.51 -0.36 0.86 0.165
C -3.3465 0.9327 -0.4542 0.14 -0.23 0.54 -0.862
C -3.3920 -0.2405 -1.5364 -0.26 -0.34 -0.43 -0.430
C -2.9463 -1.6664 -0.9939 -0.13 -1.58 2.10 0.527
O -3.1693 -2.1068 0.1495 0.50 1.65 -3.62 -0.553
O -2.2438 -2.5006 -1.9347 -1.76 1.22 0.73 -0.458
H -0.3990 -0.7797 -0.6793 0.96 0.21 -1.44 -0.097
H 1.0245 -1.3788 -1.6606 -0.91 1.35 0.12 0.458
H -0.3747 -0.4875 -2.4968 1.14 0.19 1.10 0.410
H 2.8078 1.9410 -2.0666 -0.51 -1.52 0.08 0.432
H 3.1735 0.1806 -1.4705 -1.15 1.30 -0.39 0.178
H 2.9240 0.7253 -3.9839 -0.82 -0.52 0.29 0.278
H 2.3171 -0.7021 -3.4065 -0.12 1.00 0.06 0.195
H 0.5788 1.6493 0.9385 1.05 -1.14 -1.00 0.296
H 2.3087 1.7413 0.3615 -1.45 -0.90 -0.11 0.322
H 2.7121 -0.7757 0.5552 -1.67 0.57 0.73 0.231
H 0.9071 -0.9840 1.1563 1.42 0.59 -0.16 0.258
H 2.5010 1.2960 2.5349 -0.38 -1.79 0.37 0.396
H 3.2245 -0.3763 2.9306 -1.46 0.74 -0.38 0.338
H 0.0910 0.2590 3.0509 0.99 -0.80 1.00 0.226
H 1.2423 0.5386 4.5354 -0.69 -1.44 -1.05 0.417
H -1.3301 0.8433 0.4772 -0.64 1.19 -1.28 -0.198
H -2.0176 2.5357 0.4214 0.20 -1.35 -1.07 0.358
H -4.1091 1.7565 -0.6676 1.14 -1.28 -0.10 0.346
H -3.6647 0.4588 0.5495 0.51 0.76 -1.52 0.367
H -2.8122 -0.0418 -2.4942 -0.72 -0.02 1.35 0.238
H -4.4978 -0.3466 -1.8538 1.72 -0.11 0.49 0.391
H -2.5558 -3.4303 -1.8408 0.40 0.91 0.45 0.355

***

8
Properties=species:S:1:pos:R:3:forces:R:3:mulliken_charge:R:1 method="wB97M-V/def2-TZVPD" relative_energy_ev=2.906 total_charge=-1 orbital_gap_ha=0.335
C 1.4105 -1.3249 0.2267 -1.02 -2.87 1.72 0.852
N 0.5261 -0.5427 0.8317 -1.19 0.90 0.46 -0.628
N -2.2097 -0.3765 0.0607 -1.46 -0.50 0.08 0.390
O 1.2795 -0.3276 -0.5769 0.74 1.24 -1.69 -0.400
O 1.9356 -2.4234 0.3396 0.15 1.37 -0.58 -0.658
O -2.6302 -1.3135 -0.6513 1.83 0.86 0.79 -0.506
O -3.0566 0.4374 0.4582 1.39 0.10 0.16 -0.513
H -0.9705 -0.3002 0.5211 -0.44 -1.11 -0.92 0.462

***

18
Properties=species:S:1:pos:R:3:forces:R:3:mulliken_charge:R:1 method="wB97M-V/def2-TZVPD" relative_energy_ev=1.653 total_charge=0 orbital_gap_ha=0.328
C -1.9246 -0.1980 -1.0728 -0.03 1.76 0.85 -0.805
C -3.3171 0.7089 0.8874 -1.40 1.00 -2.25 -0.676
C -2.1257 0.5375 0.2835 -2.12 -1.69 -0.39 -0.095
N 1.4624 0.5337 -0.6672 -0.77 -0.90 1.04 -0.297
N 2.8601 -0.6786 1.4694 -1.86 -2.93 -2.85 -0.582
O 3.7400 -0.8088 -0.9656 -0.72 0.09 0.23 -0.458
P 3.0473 0.2639 0.0673 0.28 2.45 0.32 0.083
H -1.0419 0.2206 -1.5637 -0.04 -0.24 -0.09 0.284
H -1.6808 -1.2444 -0.7920 -0.58 0.49 -0.68 0.215
H -2.7793 0.0228 -1.7534 0.45 -0.88 0.59 0.355
H -4.2752 0.8006 0.1835 1.98 -0.65 1.78 0.180
H 3.8666 -1.6538 -0.5339 0.07 -0.56 0.01 0.328
H -3.4692 0.9486 1.9512 0.29 0.05 -0.69 0.284
H -1.2865 0.5399 0.9126 1.32 0.12 0.83 0.286
H 0.5109 0.8268 -0.3026 2.21 -0.60 -0.19 0.177
H 1.6234 0.9002 -1.5810 -0.13 0.33 -0.61 0.180
H 2.6005 -0.2187 2.3124 -0.34 0.28 0.51 0.255
H 2.1891 -1.5011 1.1649 1.39 1.87 1.57 0.289

***

62
Properties=species:S:1:pos:R:3:forces:R:3:mulliken_charge:R:1 method="wB97M-V/def2-TZVPD" relative_energy_ev=0.000 total_charge=0 orbital_gap_ha=0.332
C 3.3778 2.8488 0.0283 0.21 -0.10 0.20 -1.155
N 2.0226 2.4652 -0.3018 0.15 0.22 -0.15 0.201
C 1.3823 1.5672 0.4815 -0.19 -0.05 -0.01 -0.143
O 1.9041 1.0658 1.4613 0.01 -0.10 0.30 -0.722
C -0.0272 1.2020 0.1226 -0.31 -0.23 0.15 0.778
C -0.9878 1.3348 1.1207 0.19 0.16 -0.06 -0.910
C -2.2752 0.8969 0.8944 -0.45 0.11 0.48 0.126
C -2.6411 0.3351 -0.3133 -0.10 0.00 -0.12 -0.660
C -1.6864 0.1951 -1.3075 -0.07 -0.01 0.07 -0.913
C -0.3846 0.6152 -1.0879 0.03 0.12 0.12 0.548
H 0.3533 0.4759 -1.8619 0.05 0.00 -0.07 0.381
H -1.9510 -0.2521 -2.2534 -0.03 -0.05 -0.08 0.434
H -3.6632 0.0202 -0.4536 -0.11 -0.06 -0.10 0.507
S -3.4639 0.9720 2.2427 -0.17 0.03 0.11 1.371
O -4.7779 0.9186 1.6717 0.15 -0.26 -0.21 -0.753
O -3.1078 2.0796 3.0785 0.36 -0.12 -0.01 -0.730
N -3.2753 -0.4009 3.1465 -0.24 0.92 -0.46 0.203
C -2.0925 -0.5421 3.9595 0.68 0.08 0.23 -1.508
C -0.9910 -1.3303 3.2462 -0.12 0.10 0.11 0.422
N -1.5202 -2.6073 2.7969 -0.05 -0.06 0.11 0.006
C -2.6345 -2.4143 1.8868 -0.18 0.08 0.09 0.188
C -3.7485 -1.6484 2.6030 -0.20 -0.51 -0.51 -1.489
H -4.1255 -2.2549 3.4332 -0.01 0.06 -0.06 0.392
H -4.5699 -1.4151 1.9259 -0.04 -0.22 0.05 0.484
H -2.3328 -1.8667 0.9770 -0.05 -0.16 0.09 -0.127
H -3.0106 -3.3969 1.5912 -0.02 0.02 -0.07 0.602
C -0.4938 -3.4967 2.2646 -0.07 0.01 0.08 -1.919
C 0.1906 -3.0141 1.0066 0.03 -0.04 0.05 0.865
C -0.3298 -3.3245 -0.2449 0.02 -0.01 -0.01 -0.251
C 0.2893 -2.8792 -1.3990 -0.06 -0.05 -0.11 -0.929
C 1.4443 -2.1199 -1.3196 0.08 -0.05 -0.04 -0.280
C 1.9669 -1.7997 -0.0787 0.11 0.05 -0.07 -0.471
C 1.3414 -2.2383 1.0748 -0.06 -0.06 -0.01 -0.298
H 1.7627 -1.9815 2.0351 0.04 0.04 0.13 0.311
H 2.8696 -1.2124 0.0010 0.08 0.08 0.00 0.371
H 1.9412 -1.7981 -2.2234 0.07 0.06 -0.10 0.547
H -0.1229 -3.1372 -2.3640 -0.03 -0.03 -0.09 0.445
H -1.2175 -3.9374 -0.3172 -0.10 -0.07 0.01 0.372
H 0.2474 -3.6357 3.0563 0.00 -0.07 -0.05 0.514
H -0.9770 -4.4597 2.0738 0.09 0.00 0.02 0.534
H -0.5834 -0.7390 2.4108 0.04 -0.08 0.14 -0.296
H -0.1816 -1.5248 3.9535 0.04 0.07 -0.02 0.620
H -2.3797 -1.0726 4.8738 0.02 0.07 -0.05 0.390
H -1.7559 0.4611 4.2192 0.11 -0.11 0.16 0.471
H -0.7377 1.7814 2.0705 0.12 0.03 0.11 0.493
C 1.4417 3.1377 -1.4353 -0.24 0.07 -0.11 -1.535
C 1.9122 2.5942 -2.7664 0.08 0.00 -0.13 0.855
C 1.6869 3.3284 -3.9253 -0.02 0.01 0.08 -0.936
C 2.0837 2.8435 -5.1586 -0.03 0.00 0.06 -0.490
C 2.7148 1.6153 -5.2602 0.10 -0.21 0.08 -0.649
C 2.9352 0.8975 -4.1004 -0.10 0.15 -0.03 0.193
C 2.5475 1.3638 -2.8574 0.07 -0.03 -0.16 -0.193
H 2.7467 0.7662 -1.9810 0.04 -0.08 0.11 0.598
F 3.5438 -0.3040 -4.1752 -0.02 0.06 0.00 -0.340
H 3.0328 1.2169 -6.2100 0.05 -0.06 -0.09 0.466
H 1.9018 3.4251 -6.0490 -0.02 0.05 -0.09 0.388
H 1.1942 4.2867 -3.8574 -0.05 0.14 0.00 0.466
H 0.3510 3.0611 -1.3839 0.17 0.10 0.00 0.423
H 1.7008 4.2020 -1.3764 -0.08 -0.10 0.00 0.679
H 3.4124 3.8982 0.3301 0.01 0.01 -0.02 0.346
H 3.7133 2.2276 0.8564 0.04 0.09 -0.09 0.352
H 4.0337 2.7046 -0.8315 0.02 0.02 -0.01 0.356